142
Properties=species:S:1:pos:R:3:mulliken_charge:R:1 method="wB97M-V/def2-TZVPD" smiles="COCCCCCCCCC1=C(N)C(=O)C(B(O)N(C)C)=C([PH2]=N)C1=O.COP(=O)(OC)OC.COP(=O)(OC)OC.COP(=O)(OC)OC.COP(=O)(OC)OC.COP(=O)(OC)OC" e_tot_ev=-144434.9890 e_lumo_ev=-1.81 gap_ha=0.2455
C 3.79620 -5.47860 -0.34758 -0.818
O 4.71976 -4.48304 0.01508 -0.373
C 4.21035 -3.16986 -0.09370 -0.530
C 4.39277 -2.57361 -1.48621 -0.655
C 3.75471 -1.15796 -1.52506 -0.116
C 4.76380 -0.02804 -1.81274 -0.731
C 4.65340 1.18323 -0.89752 -1.153
C 3.37570 2.03190 -1.13826 -0.701
C 2.18569 1.44844 -0.35492 -0.476
C 1.11492 2.50432 0.02673 -1.558
C -0.21796 1.79164 0.07007 0.011
C -0.53169 0.91551 1.03442 0.902
N 0.32100 0.61549 2.09855 -0.522
C -1.86110 0.24472 0.95197 0.462
O -2.33031 -0.21856 1.97759 -0.681
C -2.56661 0.13502 -0.37133 0.001
B -3.67977 -0.99415 -0.53923 0.445
O -4.50833 -1.23528 0.52293 -0.536
N -3.85664 -1.77482 -1.72085 0.128
C -2.71041 -2.67045 -2.01835 -1.072
C -5.15013 -2.47124 -1.76037 -1.175
C -2.24703 1.01709 -1.33106 0.185
P -2.98078 1.10379 -3.01851 0.757
N -1.97073 1.69003 -4.06732 -0.818
C -1.20878 2.06619 -0.99307 -0.446
O -1.20445 3.14473 -1.56581 -0.599
H 3.80026 -5.61258 -1.43410 0.322
H 2.77118 -5.28171 -0.01676 0.323
H 4.08814 -6.42892 0.09679 0.281
H 3.16826 -3.09985 0.23810 0.341
H 4.78322 -2.55728 0.60837 0.313
H 3.88489 -3.22897 -2.19456 0.322
H 5.45119 -2.49615 -1.72082 0.206
H 3.26201 -1.02309 -0.56039 0.062
H 2.95770 -1.15648 -2.26841 0.466
H 4.65533 0.24285 -2.86540 0.220
H 5.77008 -0.44149 -1.71703 0.532
H 5.50801 1.85129 -1.00965 0.403
H 4.64031 0.84455 0.14081 0.420
H 3.15610 1.96789 -2.20469 0.304
H 3.54777 3.07327 -0.87078 0.473
H 2.48157 0.86297 0.50936 0.546
H 1.68712 0.73800 -1.01916 0.335
H 1.32209 2.83077 1.04615 0.436
H 1.06717 3.32089 -0.68462 0.469
H 0.58608 1.49699 2.52870 0.258
H -0.20268 0.13382 2.82437 0.307
H -4.54915 -0.47861 1.11313 0.307
H -2.17548 -2.26446 -2.88363 0.280
H -3.10525 -3.63081 -2.33496 0.412
H -2.00156 -2.74614 -1.19735 0.351
H -5.23069 -2.96036 -2.73146 0.421
H -5.30331 -3.17585 -0.94407 0.313
H -5.94327 -1.72660 -1.75320 0.346
H -4.13940 1.91388 -2.92746 -0.149
H -3.37329 -0.15004 -3.50509 0.060
H -1.07673 1.90675 -3.65056 0.327
C -7.87110 4.50231 -1.37544 -0.689
O -8.04675 4.82459 -2.76574 -0.280
P -6.84750 5.71629 -3.47002 0.973
O -7.00015 7.04661 -2.81584 -0.654
O -7.49368 5.61903 -4.93568 -0.318
C -8.90159 5.66688 -5.14073 -0.638
O -5.34743 5.79424 -4.14345 -0.318
C -4.25938 5.28687 -3.34403 -0.306
H -8.66114 3.81367 -1.08622 0.218
H -6.90653 4.02202 -1.20699 0.285
H -7.94711 5.40424 -0.76875 0.348
H -9.35839 6.44679 -4.53112 0.321
H -9.35310 4.70014 -4.92603 0.240
H -9.06713 5.90666 -6.18925 0.247
H -4.40310 4.22430 -3.14227 -0.045
H -4.19036 5.83702 -2.40276 0.371
H -3.33753 5.40834 -3.90386 0.288
C -10.84100 5.29716 5.80825 -0.723
O -10.64766 4.63729 4.54973 -0.325
P -10.34668 5.62059 3.22212 0.949
O -11.74296 6.19070 3.19710 -0.644
O -10.14956 4.34475 2.25370 -0.213
C -10.77683 3.09141 2.50663 -0.647
O -9.78122 6.57043 1.96409 -0.207
C -9.10786 7.79092 2.32067 -0.774
H -10.89521 4.53134 6.57905 0.246
H -10.00902 5.96353 6.03470 0.282
H -11.77371 5.86021 5.79538 0.324
H -11.81659 3.22922 2.80176 0.304
H -10.23357 2.53576 3.26829 0.280
H -10.75310 2.52671 1.57599 0.231
H -8.20725 7.57993 2.89964 0.341
H -9.77318 8.44045 2.89427 0.346
H -8.81729 8.29047 1.40055 0.235
C 7.04535 -3.70699 3.95583 -0.423
O 7.72709 -2.50433 4.35403 -0.323
P 6.77338 -1.27862 4.90734 0.890
O 6.04842 -0.84359 3.67864 -0.488
O 8.01524 -0.34862 5.31048 -0.349
C 9.19893 -0.29087 4.52024 -0.593
O 5.88530 -0.60399 6.12317 -0.306
C 4.85307 -1.42799 6.69499 -0.672
H 7.79461 -4.46394 3.73927 0.309
H 6.40014 -4.06698 4.75772 0.233
H 6.45496 -3.52518 3.05673 0.102
H 8.95667 -0.23173 3.45898 0.283
H 9.83490 -1.15085 4.72017 0.239
H 9.73237 0.61411 4.80386 0.245
H 5.28204 -2.31987 7.15485 0.319
H 4.12789 -1.71880 5.93098 0.295
H 4.35376 -0.84824 7.46627 0.244
C 5.96645 0.77994 -9.94541 -0.718
O 5.99715 0.38507 -8.56354 -0.299
P 4.96765 1.18128 -7.54534 0.837
O 5.55354 2.54960 -7.49226 -0.630
O 5.32949 0.25400 -6.28711 -0.158
C 6.64989 -0.22208 -6.04902 -0.622
O 3.45129 1.39612 -6.93417 -0.197
C 2.40064 1.65184 -7.88703 -0.742
H 6.59461 0.08814 -10.50150 0.237
H 4.95363 0.73236 -10.34486 0.295
H 6.36090 1.78993 -10.05515 0.320
H 7.38775 0.56530 -6.20457 0.348
H 6.86795 -1.08081 -6.68106 0.272
H 6.69853 -0.53342 -5.00694 0.162
H 2.28384 0.80613 -8.56684 0.325
H 2.61383 2.55860 -8.45737 0.335
H 1.47446 1.78071 -7.33436 0.236
C 1.82453 -9.39986 5.05819 -0.712
O 2.63960 -8.81344 6.08758 -0.266
P 3.92022 -7.89945 5.58525 0.816
O 4.83861 -8.91549 5.00053 -0.640
O 4.30368 -7.43183 7.07138 -0.311
C 4.19411 -8.31003 8.18789 -0.663
O 4.51360 -6.47689 4.99720 -0.078
C 3.92921 -5.99131 3.77190 -0.604
H 0.96226 -9.85595 5.53845 0.249
H 1.47523 -8.64351 4.35570 0.287
H 2.38693 -10.16749 4.52711 0.314
H 4.58255 -9.29919 7.94524 0.325
H 3.16097 -8.37613 8.52297 0.255
H 4.79724 -7.88928 8.98989 0.242
H 2.86562 -5.79620 3.92169 0.378
H 4.06398 -6.72130 2.97083 0.349
H 4.41944 -5.06073 3.50031 0.061

131
Properties=species:S:1:pos:R:3:mulliken_charge:R:1 method="wB97M-V/def2-TZVPD" spin_multiplicity=4 e_tot_ev=-99571.6767 e_lumo_ev="-0.28 / -0.28" gap_ha="0.2231 / 0.2446" s2=3.75
V -7.67769 -5.99293 26.38018 0.086
C -10.63006 -4.72402 24.95530 -0.848
O -9.75611 -5.29573 25.90419 -0.197
H -10.78103 -5.18892 23.98105 0.233
H -11.67536 -4.73970 25.26384 0.284
H -10.39448 -3.68653 24.71821 -0.062
C -5.35325 -3.46625 25.99806 -1.140
O -6.37875 -4.14277 26.71758 -0.489
H -4.95622 -2.59267 26.51508 0.305
H -4.48071 -3.97609 25.58960 0.170
H -5.83120 -3.01231 25.12997 0.210
C -4.83219 -12.05169 22.05916 0.018
O -3.68831 -11.55733 21.96672 -0.583
N -5.87343 -11.50584 22.70198 0.170
C -5.76528 -10.13908 23.18121 -0.332
C -7.26041 -11.94240 22.40148 -0.687
H -5.07653 -13.00336 21.56236 0.320
H -6.52311 -9.95124 23.94180 -0.078
H -5.95050 -9.48241 22.33117 0.467
H -4.87140 -9.81361 23.71334 -0.113
H -8.03210 -11.60755 23.09464 0.045
H -7.47777 -11.52677 21.41756 0.405
H -7.43217 -13.01467 22.30751 0.356
C -4.36665 -7.70519 26.26340 0.038
O -5.43732 -7.10166 26.16541 -0.437
N -3.44254 -7.75930 25.27266 0.111
C -2.44033 -8.83168 25.33011 -0.936
C -3.54943 -7.12865 23.92705 -0.511
H -4.10816 -8.28390 27.16367 0.168
H -2.54017 -9.33673 26.29087 0.309
H -1.40838 -8.52573 25.15814 0.313
H -2.63912 -9.58356 24.56639 0.276
H -2.59583 -7.00493 23.41380 0.424
H -4.11266 -7.82988 23.31129 0.059
H -4.22981 -6.27748 23.95343 0.077
C -14.68811 -9.09951 23.89841 0.018
O -14.34444 -10.25870 23.54403 -0.587
N -14.00694 -8.16068 24.70565 0.205
C -14.45599 -6.85385 25.00099 -0.803
C -12.60328 -8.40879 24.93929 -0.579
H -15.71360 -8.73512 23.73169 0.307
H -15.52824 -6.66104 25.03582 0.339
H -14.04671 -6.16280 24.26408 0.370
H -14.04684 -6.55204 25.96515 0.230
H -12.37717 -9.24729 24.28057 0.211
H -11.96741 -7.57999 24.62807 0.301
H -12.41437 -8.69582 25.97371 -0.001
C -8.07313 -0.30626 30.18012 0.154
O -8.43897 0.86392 30.28266 -0.619
N -8.81405 -1.26605 29.55801 0.239
C -8.34529 -2.65472 29.33952 -0.793
C -10.09815 -0.89926 28.99075 -0.886
H -7.13012 -0.62209 30.65254 0.313
H -8.98030 -3.28027 29.96685 0.296
H -7.31951 -2.80189 29.67750 0.168
H -8.36471 -2.93489 28.28633 0.190
H -10.81230 -1.61551 29.39705 0.376
H -10.42527 0.11415 29.22335 0.298
H -10.23780 -1.06444 27.92243 0.190
C -6.94353 -6.07880 23.02193 0.500
O -7.22518 -5.92765 24.20573 0.596
N -7.29777 -5.13617 22.11929 0.212
C -7.20944 -5.38618 20.68130 -1.018
C -8.00044 -3.94689 22.48710 -0.765
H -6.52399 -6.99238 22.57299 -0.472
H -6.56213 -6.23938 20.47849 0.317
H -6.85678 -4.53410 20.10019 0.273
H -8.21457 -5.63653 20.34196 0.387
H -7.88439 -3.75349 23.55351 -0.016
H -7.59628 -3.23290 21.76949 0.393
H -9.05530 -4.07933 22.24660 0.303
C -10.93937 -0.86730 25.35211 0.281
O -12.05075 -0.43471 25.24621 -0.646
N -9.80383 -0.21177 25.12537 0.185
C -8.51332 -0.78763 25.52514 -0.800
C -9.75944 1.21979 24.76163 -1.016
H -10.79124 -1.86000 25.80466 0.239
H -7.71788 -0.52676 24.82706 0.387
H -8.46043 -1.87587 25.49301 0.040
H -8.15685 -0.44690 26.49721 0.301
H -10.70624 1.68043 24.47968 0.346
H -9.48603 1.89509 25.57239 0.327
H -9.06713 1.31224 23.92482 0.327
C -8.13784 -6.89901 29.63495 -0.231
O -8.01236 -6.57260 28.45597 -0.118
N -7.69508 -8.14888 30.14348 0.629
C -7.71293 -8.44583 31.56356 -0.981
C -6.86182 -9.08718 29.38726 -0.591
H -8.77330 -6.40101 30.38354 0.290
H -8.62653 -8.09246 32.04164 0.139
H -6.99092 -7.82677 32.09608 0.293
H -7.41721 -9.46520 31.81160 0.400
H -7.16663 -10.12382 29.53071 0.466
H -6.74341 -8.83671 28.33305 -0.368
H -5.84343 -9.04835 29.77388 0.438
C -3.88420 -6.50317 32.74350 0.096
O -3.26385 -6.34399 33.78852 -0.623
N -3.84454 -5.64339 31.70710 0.134
C -3.15183 -4.26142 31.78004 -0.866
C -4.32104 -6.16323 30.44741 -0.243
H -4.39465 -7.43606 32.45824 0.319
H -3.98252 -3.56432 31.67002 0.292
H -2.48659 -3.96484 30.96912 0.333
H -2.56988 -4.10257 32.68790 0.318
H -3.48112 -6.48067 29.82945 0.338
H -5.00389 -7.00428 30.56761 -0.360
H -4.86150 -5.34364 29.97382 0.231
C -11.55589 -5.51494 29.32079 0.488
O -11.65549 -4.52364 30.00438 -0.637
N -11.42867 -6.77519 29.83455 0.234
C -11.51071 -7.86832 28.82936 -0.656
C -11.45944 -7.18970 31.20086 -0.744
H -11.57406 -5.55024 28.22050 0.147
H -11.61119 -7.57001 27.78580 -0.220
H -12.38933 -8.48671 29.01301 0.387
H -10.61061 -8.47064 28.95242 0.352
H -12.19752 -7.95450 31.44255 0.370
H -10.46203 -7.54942 31.45359 0.043
H -11.73249 -6.36294 31.85660 0.335
C -8.98976 -8.91013 25.29352 -0.040
O -8.21925 -8.15520 25.94653 -0.205
N -9.42914 -10.11445 25.75478 0.606
C -10.29642 -10.93508 24.94336 -1.489
C -8.80437 -10.74057 26.90397 -0.916
H -9.46574 -8.75828 24.31241 0.424
H -9.90925 -11.95049 24.85890 0.408
H -10.46328 -10.53856 23.94184 0.463
H -11.26768 -10.96841 25.43696 0.428
H -7.79974 -10.37928 27.12373 0.138
H -9.43323 -10.66029 27.79064 0.287
H -8.63575 -11.80147 26.71921 0.417